Below is a molecular structure, C19H42ClN2NiSSi4, with properties calculated with the ωB97M-V functional and the def2-TZVPD basis.

Cartesian coordinates (Å):
Ni  -0.39795  -0.65759  0.66801
C  -2.11595  2.50774  -1.14230
Si  -0.54507  2.81967  -0.19361
C  0.34091  4.28582  -0.93793
C  -0.92806  3.18262  1.59233
Si  0.81706  0.99287  -0.33133
Si  1.14698  0.20779  -2.44910
C  2.10072  1.48731  -3.42021
C  -0.49653  -0.08118  -3.27558
C  2.12888  -1.37265  -2.39203
Si  2.70567  1.11432  0.94482
C  3.57737  -0.53129  0.93573
C  3.83897  2.40809  0.21558
C  2.26257  1.60186  2.68579
H  -2.85036  3.29239  -0.93408
H  -2.56727  1.54945  -0.86726
H  -1.93832  2.50763  -2.22066
H  -0.29326  5.17684  -0.89294
H  0.59143  4.10977  -1.98774
H  1.26539  4.50919  -0.39811
H  -1.71710  3.93780  1.66760
H  -0.05384  3.57364  2.11832
H  -1.27401  2.28737  2.11816
H  1.54898  2.42909  -3.48806
H  2.28129  1.13407  -4.44027
H  3.07291  1.69200  -2.96311
H  -0.99754  0.86080  -3.51181
H  -1.16351  -0.67659  -2.64454
H  -0.36027  -0.62178  -4.21768
H  3.16936  -1.18707  -2.11400
H  2.13611  -1.85368  -3.37538
H  1.70288  -2.08407  -1.67785
H  4.03253  -0.73835  -0.03571
H  2.89153  -1.34955  1.17571
H  4.38044  -0.54196  1.67968
H  4.13383  2.14993  -0.80535
H  4.75189  2.49465  0.81300
H  3.36102  3.39151  0.19576
H  1.45440  0.98012  3.08320
H  1.95111  2.64790  2.74107
H  3.12712  1.48489  3.34722
C  0.39037  -0.14463  5.18241
N  -0.32640  0.22934  3.98499
C  -1.29741  -0.45895  3.32268
S  -1.94093  0.24351  1.95355
N  -1.64408  -1.66430  3.85700
C  -2.63791  -2.59880  3.36330
H  1.09749  0.65064  5.42902
H  0.92893  -1.07908  5.00417
H  -0.32026  -0.27788  6.00224
H  -0.09423  1.12065  3.55989
H  -1.15989  -1.95204  4.69241
H  -3.14065  -2.25221  2.45999
H  -3.37559  -2.75263  4.15514
H  -2.13379  -3.54706  3.15930
Cl  -3.87422  -5.12804  -4.81711
C  -3.11812  -4.16732  -3.60672
C  -1.75426  -4.31075  -3.36070
C  -1.13894  -3.52416  -2.38273
C  -1.88576  -2.59408  -1.65238
C  -1.23692  -1.73653  -0.67643
C  -3.25435  -2.45883  -1.90612
C  -3.87170  -3.24663  -2.88188
H  -1.16401  -5.02518  -3.92745
H  -0.07186  -3.63848  -2.20592
H  -1.65352  -0.73240  -0.45032
H  -0.12941  -1.68159  -0.61013
H  -3.85078  -1.73845  -1.35120
H  -4.93522  -3.13239  -3.07327
H  0.52109  -1.52313  1.51095

Computed properties:
E in Eh: -4383.318050
2S+1: 3
Net charge: -1
LUMO energy (alpha / beta) in eV: 2.48 / 2.45
Kohn-Sham gap (alpha / beta) in eV: 4.7 / 5.5

Below is 6 unconnected molecules or ions with the total composition C19H42FNO9PS5, with properties calculated with the ωB97M-V functional and the def2-TZVPD basis.

Cartesian coordinates (Å):
O  -0.64589  -1.99873  0.53231
C  -0.91570  -1.86966  -0.79573
O  -2.16535  -2.49004  -1.34856
C  0.06873  -1.02052  -1.83938
C  -0.04588  0.61636  -1.57598
C  -0.36444  1.60609  -2.84515
O  -1.45160  2.57464  -2.48135
P  -1.94263  2.29426  -0.79787
F  -0.45776  3.17429  -0.34949
C  -3.63315  1.83564  -1.58635
C  -3.81911  1.07994  -3.05460
C  -5.39198  0.82656  -3.56230
C  -6.57542  1.36096  -2.56319
N  -6.42802  2.02379  -1.22295
C  -5.00593  2.24002  -0.78940
O  -1.26224  0.69011  -0.74555
H  -2.95582  -2.21733  -0.77439
H  1.14921  -1.44150  -1.67237
H  -0.35212  -1.19259  -2.93003
H  0.99475  0.89351  -1.11438
H  -0.67824  0.95274  -3.79013
H  0.52808  2.22983  -3.30140
H  -2.49536  3.65500  -0.84231
H  -2.44267  2.25016  0.57587
H  -2.88984  0.75638  -3.68852
H  -5.62354  0.33105  -4.59783
H  -7.69306  1.20692  -2.95572
H  -4.85189  2.79793  0.25555
C  2.18743  2.51559  1.81341
S  3.88703  2.08683  1.36806
O  3.84112  1.37287  0.04963
C  4.11271  0.83677  2.65574
H  1.82241  3.26543  1.10738
H  1.55086  1.62906  1.76020
H  2.16725  2.93183  2.82353
H  3.35961  0.05188  2.55142
H  4.03182  1.30588  3.63911
H  5.10912  0.39918  2.54578
C  5.13669  1.84150  -4.82630
S  4.65812  0.09990  -4.73334
O  3.30988  0.03721  -4.07882
C  5.88730  -0.37034  -3.49249
H  4.46767  2.34826  -5.52600
H  5.04986  2.30726  -3.84166
H  6.16435  1.92021  -5.18922
H  5.75492  0.22932  -2.58862
H  6.89110  -0.22189  -3.89742
H  5.74948  -1.42769  -3.24873
C  1.10194  -2.57148  3.70488
S  2.25034  -2.84465  5.07506
O  2.98582  -1.55858  5.31002
C  3.36292  -3.95060  4.17466
H  0.33104  -1.87000  4.03291
H  1.63358  -2.14963  2.84851
H  0.63262  -3.51802  3.42593
H  3.75769  -3.44516  3.28990
H  2.82238  -4.85346  3.88094
H  4.19105  -4.22467  4.83458
C  2.43522  -8.41839  6.96254
S  2.63215  -6.70435  6.42021
O  4.05822  -6.52889  5.98936
C  2.46512  -5.96380  8.06197
H  2.54207  -9.07178  6.09326
H  3.20219  -8.66898  7.69938
H  1.44095  -8.55389  7.39506
H  3.23036  -6.36298  8.73216
H  1.47010  -6.17668  8.45974
H  2.59300  -4.88134  7.97062
C  -7.76040  6.20676  -4.92754
S  -6.04652  5.67941  -5.16275
O  -6.07200  4.39896  -5.94372
C  -5.73778  5.25455  -3.43189
H  -8.17402  6.48592  -5.89963
H  -8.34970  5.38911  -4.50544
H  -7.78922  7.07262  -4.26163
H  -6.44951  4.49449  -3.10045
H  -5.83037  6.15028  -2.81327
H  -4.72111  4.86035  -3.34586

Computed properties:
E in Eh: -3912.800972
Net charge: -1
LUMO energy in eV: 1.60
Kohn-Sham gap in eV: 6.3

Q: What is the net charge in the first record?
A: -1